{"formula": "C29H23MoN4OS", "method": "ωB97M-V/def2-TZVPD", "elements": ["Mo", "C", "C", "C", "C", "C", "C", "N", "C", "C", "C", "C", "C", "C", "N", "N", "C", "C", "C", "C", "C", "N", "H", "H", "H", "H", "H", "H", "H", "H", "H", "H", "H", "H", "H", "O", "S", "C", "C", "C", "C", "C", "C", "C", "C", "C", "C", "C", "C", "H", "H", "H", "H", "H", "H", "H", "H", "H", "H"], "positions_angstrom": [[0.006, 1.356, -0.166], [4.029, -1.353, -0.975], [4.025, -0.174, -1.723], [3.271, 0.903, -1.313], [2.480, 0.785, -0.152], [2.472, -0.410, 0.587], [3.249, -1.474, 0.169], [1.732, 1.891, 0.304], [2.213, 3.175, 0.476], [3.511, 3.622, 0.674], [3.703, 4.990, 0.805], [2.631, 5.888, 0.744], [1.329, 5.449, 0.546], [1.133, 4.083, 0.418], [-0.051, 3.381, 0.177], [-1.125, 4.053, 0.159], [-2.202, 3.279, -0.135], [-3.478, 3.828, -0.163], [-4.547, 3.015, -0.486], [-4.292, 1.687, -0.822], [-3.001, 1.207, -0.792], [-1.939, 1.955, -0.410], [4.667, -2.172, -1.279], [4.632, -0.097, -2.614], [3.296, 1.846, -1.847], [1.930, -0.440, 1.526], [3.283, -2.383, 0.754], [4.340, 2.930, 0.747], [4.703, 5.371, 0.959], [2.821, 6.947, 0.853], [0.498, 6.137, 0.483], [-3.592, 4.878, 0.067], [-5.558, 3.401, -0.501], [-5.094, 1.027, -1.122], [-2.803, 0.196, -1.101], [-0.421, -0.419, -0.590], [-0.851, -1.837, -1.169], [-2.348, -2.250, -0.280], [-3.157, -3.187, -0.910], [-4.279, -3.654, -0.240], [-4.565, -3.192, 1.037], [-3.753, -2.237, 1.644], [-2.638, -1.751, 0.983], [0.284, -2.987, -0.427], [0.905, -3.857, -1.316], [1.682, -4.887, -0.807], [1.836, -5.027, 0.565], [1.227, -4.129, 1.440], [0.435, -3.107, 0.951], [-2.914, -3.556, -1.900], [-4.921, -4.383, -0.714], [-5.419, -3.586, 1.571], [-3.986, -1.885, 2.640], [-2.020, -0.986, 1.439], [0.770, -3.743, -2.385], [2.151, -5.587, -1.486], [2.423, -5.847, 0.959], [1.348, -4.246, 2.509], [-0.061, -2.436, 1.638]], "mulliken_spin": [2.292, -0.033, 0.009, -0.086, -0.010, -0.008, 0.021, -0.224, 0.066, -0.071, 0.040, -0.066, 0.023, -0.066, -0.028, 0.058, 0.034, 0.015, 0.032, -0.017, 0.068, -0.063, 0.000, -0.001, -0.004, -0.010, 0.000, 0.001, 0.000, -0.002, -0.001, 0.000, -0.001, -0.001, 0.002, 0.023, 0.000, 0.008, 0.000, 0.000, 0.000, 0.003, -0.007, -0.003, 0.000, 0.000, -0.001, 0.000, -0.001, 0.000, 0.000, 0.000, 0.000, 0.005, -0.001, 0.000, 0.000, 0.000, 0.004], "lumo_energy_ev": [-11.28, -11.56], "multiplicity": 3, "homo_lumo_gap_ev": [6.10, 5.81], "relative_energy_kj_mol": 0.00, "charge": 3, "homo_energy_ha": [-0.638, -0.638]}

***

{"formula": "C6H11N3O", "method": "ωB97M-V/def2-TZVPD", "elements": ["C", "C", "C", "C", "C", "C", "N", "N", "N", "O", "H", "H", "H", "H", "H", "H", "H", "H", "H", "H", "H"], "positions_angstrom": [[0.649, -1.737, 0.299], [-0.352, 0.552, -0.351], [0.517, -0.288, 0.629], [1.305, -2.242, -0.940], [-1.340, 2.205, 1.373], [-0.419, 1.980, 0.200], [0.215, 0.487, -1.688], [-0.253, -2.659, 1.006], [-1.326, -2.839, 0.693], [0.259, 2.860, -0.283], [-1.357, 0.121, -0.376], [1.063, 1.054, -1.715], [-0.427, 0.901, -2.361], [0.141, -0.178, 1.651], [1.531, 0.120, 0.606], [2.285, -1.760, -0.996], [1.466, -3.323, -0.887], [0.750, -2.026, -1.863], [-1.338, 3.257, 1.663], [-1.014, 1.608, 2.226], [-2.355, 1.907, 1.114]], "nbo_charge": [0.203, -0.150, -0.474, -0.685, -0.727, 0.587, -0.830, -0.148, -0.029, -0.543, 0.210, 0.371, 0.367, 0.224, 0.222, 0.223, 0.223, 0.250, 0.239, 0.233, 0.234], "lumo_energy_ev": [0.28, 0.61], "multiplicity": 1, "homo_lumo_gap_ev": [7.95, 8.41], "relative_energy_kj_mol": 414.01, "homo_energy_ha": [-0.282, -0.287]}

***

{"formula": "C19H17BrN8O5OsSSe", "method": "ωB97M-V/def2-TZVPD", "elements": ["Os", "O", "N", "C", "C", "C", "C", "C", "S", "H", "H", "H", "H", "N", "N", "C", "N", "N", "N", "O", "O", "H", "H", "H", "H", "H", "Se", "N", "C", "C", "C", "C", "C", "C", "N", "H", "H", "H", "H", "Br", "C", "C", "C", "C", "C", "C", "C", "O", "O", "H", "H", "H", "H"], "positions_angstrom": [[0.668, 0.178, -0.499], [0.509, -1.738, -1.229], [0.701, -1.908, -2.541], [0.228, -3.029, -3.102], [0.463, -3.266, -4.437], [1.181, -2.340, -5.185], [1.636, -1.180, -4.582], [1.377, -0.970, -3.238], [1.810, 0.492, -2.366], [-0.320, -3.683, -2.440], [0.074, -4.170, -4.882], [1.371, -2.515, -6.235], [2.177, -0.425, -5.136], [0.775, 2.142, 0.405], [-0.357, 2.902, 0.043], [-1.277, 2.423, -0.827], [-2.359, 3.151, -1.004], [-0.956, 1.245, -1.404], [-1.888, 0.605, -2.250], [-2.861, 1.201, -2.655], [-1.574, -0.512, -2.574], [0.742, 1.967, 1.410], [1.598, 2.697, 0.193], [-0.540, 3.742, 0.567], [-2.498, 4.009, -0.493], [-3.054, 2.843, -1.666], [1.820, -2.509, 1.119], [2.011, -0.742, 0.666], [3.081, -0.259, 1.357], [3.673, 1.011, 1.235], [4.772, 1.303, 2.002], [5.336, 0.369, 2.905], [4.814, -0.885, 3.013], [3.687, -1.218, 2.222], [3.145, -2.443, 2.198], [3.318, 1.730, 0.512], [5.238, 2.275, 1.901], [6.200, 0.652, 3.490], [5.237, -1.635, 3.667], [-6.108, 1.446, 0.327], [-4.897, 0.610, 1.509], [-5.212, 0.481, 2.854], [-4.305, -0.128, 3.707], [-3.088, -0.597, 3.231], [-2.788, -0.453, 1.885], [-3.692, 0.145, 1.014], [-1.474, -0.889, 1.326], [-1.083, -2.028, 1.249], [-0.738, 0.151, 0.905], [-6.159, 0.847, 3.226], [-4.552, -0.240, 4.754], [-2.386, -1.079, 3.900], [-3.478, 0.223, -0.044]], "nbo_charge": [1.055, -0.521, 0.042, 0.065, -0.191, -0.124, -0.189, -0.006, 0.307, 0.265, 0.267, 0.261, 0.262, -0.555, -0.422, 0.666, -0.725, -0.475, 0.652, -0.364, -0.360, 0.422, 0.411, 0.421, 0.429, 0.468, 1.233, -0.717, 0.223, -0.287, -0.107, -0.205, -0.127, 0.055, -0.542, 0.197, 0.242, 0.253, 0.259, 0.092, -0.069, -0.219, -0.171, -0.208, -0.076, -0.260, 0.783, -0.575, -0.760, 0.247, 0.240, 0.233, 0.207], "lumo_energy_ev": -8.67, "multiplicity": 1, "homo_lumo_gap_ev": 4.87, "charge": 2, "homo_energy_ha": -0.498}

***

{"formula": "C8H16O2", "method": "ωB97M-V/def2-TZVPD", "elements": ["C", "C", "C", "C", "C", "C", "H", "H", "H", "H", "H", "H", "H", "H", "H", "H", "H", "H", "C", "C", "O", "O", "H", "H", "H", "H"], "positions_angstrom": [[-2.142, 0.757, 4.242], [-2.879, 1.564, 3.171], [-2.803, 0.868, 1.810], [-1.350, 0.617, 1.404], [-0.612, -0.190, 2.474], [-0.688, 0.507, 3.835], [-2.651, -0.217, 4.370], [-2.181, 1.287, 5.213], [-2.410, 2.563, 3.088], [-3.936, 1.712, 3.465], [-3.315, 1.477, 1.041], [-3.330, -0.104, 1.876], [-1.311, 0.087, 0.432], [-0.841, 1.592, 1.276], [-1.082, -1.189, 2.557], [0.444, -0.338, 2.180], [-0.176, -0.103, 4.604], [-0.162, 1.478, 3.770], [-3.764, -2.328, -0.940], [-2.830, -3.001, 0.020], [-3.091, -3.349, 1.150], [-1.605, -3.188, -0.538], [-4.753, -2.184, -0.472], [-3.890, -2.942, -1.847], [-3.367, -1.342, -1.234], [-1.060, -3.635, 0.166]], "nbo_charge": [-0.400, -0.398, -0.403, -0.398, -0.403, -0.398, 0.196, 0.207, 0.191, 0.207, 0.204, 0.197, 0.203, 0.192, 0.198, 0.205, 0.208, 0.191, -0.733, 0.791, -0.593, -0.689, 0.240, 0.243, 0.244, 0.497], "lumo_energy_ev": 0.74, "multiplicity": 1, "homo_lumo_gap_ev": 11.27, "relative_energy_kj_mol": 0.00, "homo_energy_ha": -0.387}

***

{"formula": "C4H5N3O", "method": "ωB97M-V/def2-TZVPD", "elements": ["C", "C", "C", "C", "H", "H", "H", "H", "H", "N", "N", "N", "O"], "positions_angstrom": [[0.151, -0.510, -0.635], [0.675, -1.640, -0.279], [0.825, -1.414, 1.141], [-0.270, 1.796, 0.493], [-1.306, -0.851, -2.105], [0.366, -2.487, -0.796], [0.962, -2.259, 1.965], [-0.636, 1.816, 1.814], [-0.427, 2.662, -1.440], [0.641, -0.214, 1.508], [0.165, 0.405, 0.435], [-0.453, 2.734, -0.328], [-0.692, -0.038, -1.772]], "nbo_charge": [0.473, -0.409, 0.007, 0.325, 0.496, 0.231, 0.213, 0.174, 0.396, -0.249, -0.284, -0.661, -0.712], "lumo_energy_ev": 0.34, "multiplicity": 1, "homo_lumo_gap_ev": 9.91, "relative_energy_kj_mol": 471.68, "homo_energy_ha": -0.352}

***

{"formula": "C26H42BBrClN13O4P2", "method": "ωB97M-V/def2-TZVPD", "elements": ["N", "C", "O", "P", "Br", "C", "B", "O", "O", "P", "O", "Cl", "H", "H", "H", "H", "H", "H", "C", "C", "N", "H", "H", "H", "C", "C", "N", "H", "H", "H", "C", "C", "N", "H", "H", "H", "C", "C", "N", "H", "H", "H", "C", "C", "N", "H", "H", "H", "C", "C", "N", "H", "H", "H", "C", "C", "N", "H", "H", "H", "C", "C", "N", "H", "H", "H", "C", "C", "N", "H", "H", "H", "C", "C", "N", "H", "H", "H", "C", "C", "N", "H", "H", "H", "C", "C", "N", "H", "H", "H"], "positions_angstrom": [[2.471, -1.285, 0.962], [2.074, -1.815, 0.020], [1.718, -2.401, -1.070], [1.011, -1.432, -2.323], [2.552, -2.534, -3.717], [1.578, 0.203, -2.851], [2.972, 0.641, -2.217], [3.318, 1.967, -2.186], [3.832, -0.301, -1.725], [-0.651, -0.772, -0.882], [-1.637, -0.211, -2.067], [0.143, 0.983, -0.113], [0.006, -2.034, -3.086], [0.839, 0.974, -2.626], [1.697, 0.165, -3.938], [2.615, 2.544, -1.866], [4.274, 0.041, -0.937], [-1.178, 0.140, -2.843], [-3.776, -2.926, -2.841], [-2.443, -3.486, -2.690], [-1.400, -3.955, -2.558], [-3.717, -1.850, -2.997], [-4.267, -3.386, -3.695], [-4.348, -3.135, -1.940], [1.380, 0.274, 3.904], [0.603, 1.329, 4.537], [-0.020, 2.165, 5.020], [2.275, 0.066, 4.487], [0.781, -0.632, 3.830], [1.671, 0.579, 2.900], [-3.013, 2.524, 6.405], [-4.373, 2.037, 6.225], [-5.446, 1.666, 6.045], [-2.506, 1.951, 7.178], [-2.452, 2.425, 5.479], [-3.035, 3.575, 6.684], [6.987, -1.220, -2.861], [7.850, -0.271, -2.170], [8.516, 0.486, -1.620], [5.962, -1.122, -2.508], [7.004, -1.029, -3.933], [7.333, -2.236, -2.679], [-4.592, 3.289, 3.109], [-4.406, 3.220, 1.665], [-4.260, 3.165, 0.526], [-4.935, 2.329, 3.489], [-3.653, 3.559, 3.589], [-5.335, 4.047, 3.351], [-3.560, 7.261, 7.556], [-3.261, 6.421, 6.402], [-3.026, 5.760, 5.494], [-2.777, 8.007, 7.681], [-4.513, 7.764, 7.407], [-3.616, 6.648, 8.454], [-5.028, -6.181, -6.205], [-4.717, -4.761, -6.097], [-4.478, -3.643, -5.999], [-5.240, -6.583, -5.215], [-5.898, -6.321, -6.843], [-4.180, -6.712, -6.633], [-7.789, 3.517, -0.084], [-8.641, 4.595, -0.572], [-9.312, 5.446, -0.951], [-7.776, 2.700, -0.802], [-6.770, 3.875, 0.053], [-8.172, 3.149, 0.866], [-2.372, -6.368, -0.266], [-3.628, -5.921, -0.852], [-4.607, -5.571, -1.340], [-1.759, -6.835, -1.034], [-1.834, -5.513, 0.138], [-2.568, -7.084, 0.530], [4.413, -5.468, -1.382], [4.652, -5.620, -2.812], [4.826, -5.717, -3.942], [4.193, -6.436, -0.936], [5.293, -5.046, -0.901], [3.566, -4.800, -1.230], [0.727, 5.080, 3.197], [0.999, 4.368, 1.955], [1.214, 3.805, 0.978], [1.487, 5.841, 3.363], [-0.250, 5.556, 3.139], [0.725, 4.376, 4.028], [11.924, 0.513, -2.795], [12.600, 0.139, -4.031], [13.130, -0.158, -5.006], [10.845, 0.460, -2.922], [12.217, -0.162, -1.994], [12.194, 1.530, -2.518]], "lowdin_charge": [0.184, -0.490, -0.300, 0.441, 0.370, -0.309, -0.791, 0.173, 0.097, 0.470, -0.426, 0.228, -0.036, 0.038, 0.079, 0.105, 0.125, 0.038, -0.074, -0.286, 0.142, 0.077, 0.035, 0.065, -0.066, -0.246, 0.143, 0.087, 0.086, 0.053, -0.089, -0.289, 0.128, 0.083, 0.037, 0.042, -0.054, -0.271, 0.128, 0.055, 0.090, 0.085, -0.076, -0.276, 0.129, 0.063, 0.057, 0.087, -0.058, -0.262, 0.145, 0.085, 0.087, 0.085, -0.062, -0.265, 0.137, 0.084, 0.084, 0.084, -0.077, -0.288, 0.118, 0.083, 0.048, 0.081, -0.072, -0.279, 0.141, 0.083, 0.078, 0.081, -0.069, -0.308, 0.131, 0.081, 0.081, 0.062, -0.065, -0.272, 0.110, 0.083, 0.082, 0.044, -0.078, -0.290, 0.118, 0.046, 0.082, 0.083], "lumo_energy_ev": -0.01, "multiplicity": 1, "homo_lumo_gap_ev": 9.07, "homo_energy_ha": -0.334}

***

{"formula": "C4H12N2O", "method": "ωB97M-V/def2-TZVPD", "elements": ["C", "N", "C", "N", "H", "H", "H", "H", "H", "H", "C", "C", "O", "H", "H", "H", "H", "H", "H"], "positions_angstrom": [[-0.766, -1.631, -1.160], [0.049, -0.415, -1.041], [0.023, 0.385, -2.027], [1.031, 1.247, -2.341], [-1.700, -1.546, -0.597], [-0.186, -2.427, -0.700], [-1.018, -1.875, -2.190], [-0.879, 0.432, -2.649], [1.734, 1.490, -1.664], [0.792, 1.976, -2.983], [0.242, -0.877, 2.703], [-0.607, 0.245, 2.105], [0.198, 1.134, 1.339], [-0.419, -1.607, 3.188], [0.923, -0.495, 3.465], [0.801, -1.422, 1.945], [-1.371, -0.229, 1.475], [-1.118, 0.845, 2.853], [0.255, 0.728, 0.456]], "nbo_charge": [-0.426, -0.567, 0.305, -0.793, 0.189, 0.209, 0.180, 0.143, 0.403, 0.385, -0.631, -0.059, -0.759, 0.197, 0.207, 0.209, 0.147, 0.171, 0.487], "lumo_energy_ev": 0.96, "multiplicity": 1, "homo_lumo_gap_ev": 10.11, "relative_energy_kj_mol": 155.15, "homo_energy_ha": -0.336}

***

{"formula": "C2H9N4O", "method": "ωB97M-V/def2-TZVPD", "elements": ["C", "C", "N", "N", "N", "N", "O", "H", "H", "H", "H", "H", "H", "H", "H", "H"], "positions_angstrom": [[-1.395, -1.912, 0.634], [-1.059, 0.279, -0.131], [-0.878, -1.033, -0.123], [-2.674, 0.715, -0.770], [0.670, 1.054, 1.044], [2.812, 0.083, -0.518], [-0.322, 1.283, 0.199], [-1.052, -2.886, 0.355], [-2.031, -1.464, 1.363], [-2.785, 1.668, -0.962], [-3.184, -0.023, -1.181], [1.214, 1.950, 1.205], [1.293, 0.349, 0.608], [3.205, -0.333, 0.318], [2.803, -0.647, -1.292], [3.383, 0.916, -0.750]], "nbo_charge": [0.096, 0.844, -0.458, -0.808, -0.521, -1.122, -0.250, 0.238, 0.220, 0.406, 0.404, 0.390, 0.397, 0.374, 0.397, 0.394], "lumo_energy_ev": -4.97, "multiplicity": 1, "homo_lumo_gap_ev": 8.63, "relative_energy_kj_mol": 696.56, "charge": 1, "homo_energy_ha": -0.500}

***

Number 1: E -1878.5101 hartree, F_max 0.0503 hartree/bohr. Number 2: E -474.6085 hartree, F_max 0.0836 hartree/bohr. Number 3: E -7012.1343 hartree, F_max 0.0119 hartree/bohr. Number 4: E -464.9297 hartree, F_max 0.0258 hartree/bohr. Number 5: E -394.7879 hartree, F_max 0.1492 hartree/bohr. Number 6: E -5770.5007 hartree, F_max 0.0138 hartree/bohr. Number 7: E -344.3259 hartree, F_max 0.0222 hartree/bohr. Number 8: E -375.4322 hartree, F_max 0.1485 hartree/bohr.